Entry 1:
Below is a structure of composition CH13NSi4, with properties calculated with wB97M-V/def2-TZVPD.

Each line ends with the natural charge from an NBO analysis.
CARTESIAN COORDINATES (ANGSTROEM)
C1 1.21 -2.89 -0.77  -1.091
N1 -0.66 1.31 -0.38  -1.733
Si1 -1.02 1.99 1.18  1.074
Si2 -1.47 1.56 -1.88  1.147
Si3 0.83 -1.72 0.61  0.671
Si4 0.92 0.49 -0.41  0.859
H1 1.19 -3.95 -0.62  0.245
H2 0.38 -2.56 -1.30  0.218
H3 2.01 -2.80 -1.43  0.249
H4 -2.38 2.76 0.90  -0.141
H5 0.13 2.71 1.79  -0.168
H6 -0.92 0.74 2.04  -0.179
H7 -1.00 2.79 -2.57  -0.200
H8 -1.01 0.30 -2.50  -0.190
H9 -2.85 1.89 -1.85  -0.181
H10 1.66 -2.28 1.74  -0.151
H11 -0.42 -1.84 1.33  -0.148
H12 1.67 0.50 -1.78  -0.121
H13 1.72 1.37 0.54  -0.161

Properties
- Frontier orbital gap: 9.9 eV
- Molecular weight: 151.5 g mol⁻¹
- E_tot: -1258.565752 Eh
- Maximum force: 0.05121 hartree/bohr
- 2S+1: 1
- Energy above the lowest of the compared OMol25 structures with the same formula, charge and spin: 117.5 kJ/mol

Entry 2:
Below is an isolated molecule of C2H6N2S2, with properties calculated with wB97M-V/def2-TZVPD.

Each line ends with the natural charge from an NBO analysis.
CARTESIAN COORDINATES (ANGSTROEM)
C1 -2.54 0.30 0.50  -0.732
C2 0.93 -0.65 -0.88  0.268
H1 -2.61 -0.63 1.04  0.216
H2 -2.70 0.20 -0.55  0.230
H3 -3.20 1.08 0.91  0.224
H4 1.06 -1.43 -1.67  0.169
H5 3.00 -0.78 -0.91  0.408
H6 2.28 0.66 1.64  0.109
N1 -0.29 -0.39 -0.53  -0.656
N2 2.22 -0.25 -0.54  -0.783
S1 -0.78 0.79 0.59  0.353
S2 2.64 1.10 0.40  0.194

Properties
- Frontier orbital gap: 8.4 eV
- Molecular weight: 122.2 g mol⁻¹
- E_tot: -985.637891 Eh
- SMILES: CS/N=C\NS
- Maximum force: 0.05190 hartree/bohr
- 2S+1: 1
- Energy above the lowest of the compared OMol25 structures with the same formula, charge and spin: 119.8 kJ/mol

Entry 3:
Below is a cluster of 2 separate species, C3H11NOS in total, with properties calculated with wB97M-V/def2-TZVPD.

Each line ends with the natural charge from an NBO analysis.
CARTESIAN COORDINATES (ANGSTROEM)
C1 0.12 -0.10 2.32  -0.234
C2 -0.23 -0.10 0.91  -0.415
C3 -0.38 1.37 0.28  -0.546
S1 -1.21 1.17 -1.26  -0.023
N1 0.38 -1.61 2.67  -0.834
H1 1.11 0.43 2.48  0.184
H2 -0.55 0.46 2.96  0.182
H3 -1.26 -0.40 0.73  0.205
H4 0.53 -0.71 0.31  0.219
H5 -0.94 2.08 0.88  0.219
H6 0.59 1.86 0.13  0.220
H7 -2.46 1.45 -0.82  0.120
H8 -0.49 -2.13 2.61  0.350
H9 0.64 -1.59 3.71  0.353
H10 1.58 -2.03 -3.74  0.472
H11 2.05 -1.48 -2.30  0.471
O1 2.37 -1.56 -3.31  -0.942

Properties
- Frontier orbital gap: 9.8 eV
- Molecular weight: 109.2 g mol⁻¹
- E_tot: -649.030384 Eh
- SMILES: NCCCS.O
- Maximum force: 0.07423 hartree/bohr
- 2S+1: 1
- Energy above the lowest of the compared OMol25 structures with the same formula, charge and spin: 135.6 kJ/mol

Entry 4:
Below is an isolated molecule of C3H8N2O2, with properties calculated with wB97M-V/def2-TZVPD.

Each line ends with the natural charge from an NBO analysis.
CARTESIAN COORDINATES (ANGSTROEM)
N1 1.85 0.43 -0.82  -0.838
C1 0.48 0.52 -0.45  0.741
O1 -0.06 1.67 -1.01  -0.713
N2 -0.21 -0.68 -0.83  -0.626
C2 -1.24 -0.89 0.17  -0.259
C3 -0.62 -0.31 1.45  -0.087
O2 0.26 0.69 0.98  -0.569
H1 2.30 1.34 -0.72  0.381
H2 2.34 -0.24 -0.24  0.364
H3 0.44 -1.45 -0.88  0.367
H4 -1.51 -1.94 0.25  0.210
H5 -2.14 -0.33 -0.12  0.195
H6 -0.05 -1.07 2.00  0.162
H7 -1.36 0.13 2.13  0.187
H8 -0.47 2.10 -0.25  0.486

Properties
- Frontier orbital gap: 10.5 eV
- Molecular weight: 104.1 g mol⁻¹
- E_tot: -379.100805 Eh
- SMILES: N[C@@]1(O)NCCO1
- Maximum force: 0.00731 hartree/bohr
- 2S+1: 1
- Energy above the lowest of the compared OMol25 structures with the same formula, charge and spin: 105.5 kJ/mol